[1]
{"formula": "C6H5IN2O", "method": "the ωB97M-V functional and the def2-TZVPD basis", "species": ["C", "C", "C", "C", "C", "C", "N", "N", "O", "I", "H", "H", "H", "H", "H"], "coordinates": [[-0.955203, 2.586286, 1.543616], [-0.968392, 1.801137, 0.667045], [1.434257, -1.958615, -0.068867], [1.931058, -0.905058, 0.764761], [0.315552, -1.492033, -0.656702], [-0.999958, 0.813987, -0.424008], [1.132013, 0.125588, 0.643201], [0.127832, -0.258594, -0.179860], [-0.906217, 1.367768, -1.583850], [-2.993232, -0.315763, -0.292446], [-1.252092, 3.350431, 2.250750], [1.675639, -2.943360, -0.213816], [2.948394, -0.985278, 1.126085], [-0.350478, -1.923964, -1.298388], [-1.139180, 0.737473, -2.277523]], "forces_ev_per_angstrom": [[-1.031, 2.171, 1.853], [0.180, -2.246, -2.121], [-0.200, 1.159, 0.453], [-0.151, -1.806, -2.085], [0.384, 0.967, 1.183], [1.102, -2.693, 3.462], [-0.179, 0.732, 0.402], [-0.979, 2.887, 0.783], [-0.014, 1.286, -2.855], [0.751, 0.336, 0.038], [0.646, -0.500, -0.249], [1.343, -2.066, -0.078], [-0.393, 0.830, 0.805], [-1.584, -1.137, -1.456], [0.125, 0.080, -0.135]], "lumo_ev": -0.50, "gap_ev": 8.9, "homo_ev": -9.4, "mol_weight_g_mol": 248.0}

---

[2]
{"formula": "C5H9N2", "method": "the ωB97M-V functional and the def2-TZVPD basis", "species": ["C", "C", "C", "C", "C", "N", "N", "H", "H", "H", "H", "H", "H", "H", "H", "H"], "coordinates": [[1.033003, 1.318803, 0.333336], [0.218546, -0.761426, -0.434829], [-0.170150, 0.642671, -0.138782], [-0.058328, -2.059628, 0.404418], [-1.458539, 1.263314, -0.331083], [1.679966, -0.697789, -0.228188], [2.124895, 0.379965, 0.055512], [1.264314, 2.300779, -0.121983], [1.067475, 1.328336, 1.380397], [0.052681, -1.048303, -1.543901], [0.322130, -1.913468, 1.392276], [0.565387, -2.725716, -0.074860], [-1.082786, -2.536839, 0.459859], [-2.388145, 0.658185, -0.252212], [-1.498872, 1.726144, -1.267858], [-1.671573, 2.124972, 0.367897]], "forces_ev_per_angstrom": [[0.464, 0.416, -2.807], [0.533, -0.147, -0.547], [-1.006, -0.903, 0.181], [-3.054, 0.664, 0.573], [-1.731, 0.215, 2.980], [0.760, -2.062, -1.850], [0.623, 1.040, 0.826], [-0.461, -0.163, 0.554], [-0.475, 0.694, 2.042], [0.004, 0.745, 1.459], [0.110, 0.159, 0.685], [1.307, -1.603, -0.908], [0.952, 1.149, -0.317], [0.994, -0.330, -0.307], [0.222, 0.783, -2.007], [0.756, -0.657, -0.556]], "lumo_ev": -7.10, "gap_ev": 7.0, "total_charge": 1, "homo_ev": -14.1, "mol_weight_g_mol": 97.1}

---

[3]
{"formula": "C5H7NO", "method": "the ωB97M-V functional and the def2-TZVPD basis", "species": ["C", "C", "C", "N", "C", "O", "C", "H", "H", "H", "H", "H", "H", "H"], "coordinates": [[-1.911628, 0.580645, -0.186741], [-0.459247, 0.255546, -0.089538], [0.567528, 1.103443, 0.008282], [1.779394, 0.428886, 0.277146], [1.516819, -0.931271, 0.477832], [2.299498, -1.736079, 0.923464], [0.105113, -1.144875, -0.044945], [-2.070282, 1.664827, -0.181356], [-2.468065, 0.155263, 0.658660], [-2.352733, 0.166582, -1.101040], [0.543553, 2.188490, 0.033875], [2.648760, 0.678829, -0.170578], [-0.466528, -1.915478, 0.471874], [0.267815, -1.494805, -1.076932]], "forces_ev_per_angstrom": [[-0.071, 0.036, -0.013], [0.104, 0.167, -0.024], [-0.289, -0.026, -0.015], [0.145, -0.072, -0.034], [0.280, -0.247, -0.107], [-0.237, 0.232, -0.374], [-0.064, -0.049, 0.099], [0.021, -0.202, -0.042], [0.098, 0.063, -0.132], [0.038, 0.069, 0.099], [-0.001, -0.202, -0.096], [0.053, 0.143, 0.411], [0.058, 0.167, 0.124], [-0.136, -0.078, 0.105]], "lumo_ev": 0.80, "gap_ev": 9.3, "homo_ev": -8.5, "mol_weight_g_mol": 97.1}

---

[4]
{"formula": "C18H40N2O8", "method": "the ωB97M-V functional and the def2-TZVPD basis", "species": ["C", "C", "O", "C", "C", "O", "C", "C", "O", "C", "C", "C", "O", "C", "O", "O", "H", "H", "H", "H", "H", "H", "H", "H", "H", "H", "H", "H", "H", "H", "H", "H", "H", "H", "C", "C", "C", "O", "C", "N", "H", "H", "H", "H", "H", "H", "H", "H", "H", "H", "H", "C", "C", "C", "O", "C", "N", "H", "H", "H", "H", "H", "H", "H", "H", "H", "H", "H"], "coordinates": [[-1.009227, 0.623252, 2.349045], [-1.117352, 0.229297, 0.897656], [-0.820630, -1.156414, 0.769015], [-1.120085, -1.676118, -0.506873], [-2.432166, -2.445540, -0.506028], [-2.461107, -3.360629, 0.569556], [-3.642391, -3.366073, 1.332497], [-3.565718, -2.378346, 2.483880], [-3.742381, -1.017309, 2.126535], [-5.031517, -0.684256, 1.703405], [-5.163365, 0.839387, 1.615917], [-5.666851, 1.363009, 0.281492], [-5.067357, 2.658903, 0.220541], [-3.869668, 2.549222, 0.854013], [-2.953717, 3.280223, 0.706894], [-3.881847, 1.493556, 1.694071], [-1.447028, 1.609526, 2.501736], [0.032197, 0.628240, 2.671749], [-1.554794, -0.094994, 2.961655], [-0.405232, 0.803398, 0.290592], [-2.128372, 0.431929, 0.526416], [-0.296958, -2.317800, -0.830562], [-1.212709, -0.856864, -1.230718], [-2.522321, -3.001127, -1.448859], [-3.267815, -1.738321, -0.448166], [-3.752998, -4.368205, 1.752791], [-4.513853, -3.186807, 0.690242], [-4.269101, -2.655455, 3.281734], [-2.551531, -2.436475, 2.879646], [-5.258698, -1.118887, 0.718449], [-5.782362, -1.071294, 2.406229], [-5.763271, 1.233180, 2.439984], [-6.745441, 1.445630, 0.189271], [-5.260668, 0.753917, -0.532887], [4.709050, -1.939310, 0.945734], [3.307163, -2.475942, 0.668182], [3.124248, -3.054780, -0.745462], [2.936626, -2.097330, -1.766670], [4.096054, -1.418605, -2.194700], [2.338853, -1.434475, 1.000300], [4.851432, -0.962623, 0.482670], [4.849815, -1.812893, 2.018862], [5.481701, -2.615661, 0.573507], [3.135399, -3.318353, 1.347735], [2.209637, -3.653256, -0.756693], [3.962279, -3.721712, -0.995012], [4.971612, -2.076273, -2.234206], [4.307844, -0.575085, -1.536005], [3.897357, -1.039173, -3.197323], [1.388638, -1.785765, 0.917165], [2.412930, -0.688468, 0.310722], [1.331131, 2.292295, -1.745297], [2.403343, 2.761568, -0.767954], [3.052870, 4.096881, -1.143614], [3.962536, 4.025693, -2.225438], [3.386882, 4.104441, -3.513664], [3.382858, 1.686929, -0.589847], [1.775127, 1.881527, -2.653265], [0.735995, 1.500854, -1.291324], [0.661784, 3.107204, -2.026677], [1.921705, 2.922456, 0.202348], [3.642789, 4.443728, -0.291656], [2.284105, 4.854016, -1.348194], [2.530578, 4.786806, -3.522960], [3.060687, 3.128501, -3.881954], [4.150851, 4.490743, -4.187369], [4.022329, 1.921301, 0.163620], [3.960124, 1.653007, -1.426479]], "forces_ev_per_angstrom": [[0.094, -0.095, 0.109], [0.046, 0.057, -0.036], [0.019, -0.046, -0.054], [-0.060, 0.136, 0.009], [0.050, 0.083, -0.056], [-0.005, -0.177, -0.168], [-0.015, 0.047, 0.031], [0.075, -0.059, 0.097], [0.002, 0.009, -0.051], [-0.091, -0.085, -0.005], [0.105, 0.237, 0.163], [0.037, -0.042, 0.055], [0.064, -0.185, -0.251], [-0.415, -0.057, 0.222], [0.377, 0.372, -0.022], [-0.268, -0.182, -0.126], [0.108, -0.013, -0.005], [0.017, 0.003, -0.011], [-0.040, 0.092, -0.020], [-0.096, 0.005, 0.008], [0.122, -0.106, 0.008], [0.011, -0.038, 0.096], [0.117, -0.109, -0.136], [-0.032, 0.106, -0.029], [0.010, -0.049, 0.111], [0.044, -0.004, 0.000], [-0.032, -0.031, 0.073], [-0.098, 0.030, -0.086], [-0.028, 0.019, 0.058], [0.040, -0.003, 0.026], [0.001, 0.018, -0.029], [-0.008, -0.071, -0.004], [-0.005, 0.074, 0.046], [-0.116, -0.001, -0.037], [0.039, -0.056, 0.000], [0.010, 0.140, 0.000], [-0.047, 0.022, 0.095], [-0.049, -0.115, -0.156], [-0.052, 0.104, 0.071], [-0.082, -0.131, -0.163], [0.005, -0.007, -0.010], [-0.018, 0.016, 0.000], [-0.001, 0.005, 0.000], [0.000, -0.009, 0.000], [0.005, 0.005, 0.017], [0.022, 0.026, -0.014], [-0.039, -0.065, 0.024], [0.124, 0.008, -0.059], [-0.001, -0.002, 0.002], [-0.012, 0.069, 0.142], [0.069, 0.073, 0.080], [0.000, 0.008, -0.033], [-0.073, -0.087, 0.025], [0.001, 0.030, 0.040], [-0.013, -0.044, -0.034], [0.032, 0.033, 0.005], [0.103, 0.043, -0.017], [0.016, 0.014, 0.000], [0.052, -0.003, -0.044], [-0.006, -0.001, 0.013], [-0.012, 0.034, -0.005], [0.021, -0.002, -0.018], [-0.018, -0.027, 0.008], [-0.002, 0.001, -0.009], [-0.025, 0.011, 0.004], [0.001, -0.004, 0.003], [-0.056, -0.021, 0.046], [-0.025, -0.004, 0.000]], "lumo_ev": 0.54, "gap_ev": 9.0, "homo_ev": -8.5, "mol_weight_g_mol": 412.5}

---

[5]
{"formula": "C33H25CaF5N13O3S4", "method": "the ωB97M-V functional and the def2-TZVPD basis", "species": ["Ca", "N", "C", "C", "C", "C", "C", "C", "S", "O", "O", "N", "C", "N", "C", "C", "C", "N", "H", "H", "H", "H", "H", "H", "H", "H", "H", "F", "C", "C", "F", "C", "F", "C", "S", "C", "F", "C", "F", "C", "C", "N", "C", "C", "S", "C", "C", "S", "C", "N", "C", "H", "H", "H", "H", "H", "H", "H", "H", "N", "C", "N", "O", "H", "H", "H", "H", "N", "C", "N", "C", "N", "N", "C", "C", "C", "C", "N", "C", "C", "H", "H", "H", "H"], "coordinates": [[-0.632400, 0.208100, -0.443500], [-6.654400, -4.029800, -3.572900], [-6.089700, -2.955300, -2.907600], [-6.205100, -2.823800, -1.522000], [-5.651100, -1.741500, -0.870200], [-4.958700, -0.786100, -1.588800], [-4.867900, -0.882200, -2.965500], [-5.433700, -1.952000, -3.627000], [-4.050900, 0.488000, -0.722200], [-3.615500, 1.436700, -1.734700], [-4.850300, 1.025500, 0.343200], [-2.696100, -0.209800, -0.208500], [-2.601900, -1.041200, 0.799200], [-3.684900, -1.593500, 1.380100], [-3.487700, -2.403100, 2.393200], [-2.225400, -2.726400, 2.875800], [-1.163600, -2.133900, 2.205500], [-1.330400, -1.308400, 1.195100], [-6.836300, -4.822500, -2.972200], [-6.121800, -4.308400, -4.386900], [-6.704700, -3.600500, -0.961000], [-5.700400, -1.634500, 0.199300], [-4.339200, -0.110200, -3.503300], [-5.341000, -2.043400, -4.700200], [-4.390600, -2.809100, 2.839000], [-2.086600, -3.392300, 3.712700], [-0.134800, -2.322700, 2.492700], [2.321700, 6.730900, 1.018000], [1.450300, 5.699900, 1.107600], [1.815700, 4.411400, 0.726400], [3.065500, 4.164200, 0.272500], [0.914400, 3.372500, 0.824100], [1.351700, 2.129300, 0.495200], [-0.417500, 3.535700, 1.265900], [-1.533500, 2.258200, 1.320400], [-0.734400, 4.853800, 1.684400], [-1.952800, 5.104200, 2.194000], [0.160700, 5.900900, 1.603400], [-0.193800, 7.135300, 2.013900], [1.176200, -4.221400, -1.552700], [2.120600, -3.686000, -0.550600], [1.919600, -2.711600, 0.246800], [2.959900, -2.496000, 1.101700], [4.014700, -3.351300, 0.925500], [3.704700, -4.453900, -0.349700], [2.892500, -1.499200, 2.153100], [3.747100, -1.448100, 3.225100], [3.303500, -0.187200, 4.297500], [1.967200, 0.205600, 3.196100], [1.908400, -0.556400, 2.174700], [1.082700, 1.339200, 3.519700], [0.303800, -3.575000, -1.588700], [0.861600, -5.226400, -1.268500], [1.648000, -4.281600, -2.533400], [4.938400, -3.396600, 1.464600], [4.573800, -2.086900, 3.466100], [0.789400, 1.320000, 4.568300], [0.194800, 1.306900, 2.887200], [1.611000, 2.277400, 3.339200], [-1.525300, 0.859400, -3.619300], [-1.231300, 1.874900, -2.769900], [-1.836900, 3.074000, -3.037800], [-0.345100, 1.776900, -1.925800], [-2.412100, 0.927100, -4.095900], [-1.325200, -0.058000, -3.208100], [-2.779900, 2.984600, -3.384600], [-1.782400, 3.727600, -2.269200], [-1.032200, -1.501000, -2.064200], [-1.834100, -2.350400, -2.165800], [-2.620300, -3.317100, -2.177400], [-3.216000, -4.056500, -3.030800], [-3.773400, -4.812600, -3.708600], [4.696900, 0.504100, -6.278300], [4.151200, 0.442600, -5.272200], [3.453100, 0.309600, -4.049400], [3.723600, 1.110000, -2.939800], [2.982400, 0.898400, -1.784100], [2.048200, -0.032400, -1.674900], [1.801700, -0.791600, -2.731300], [2.458400, -0.662900, -3.943600], [4.487000, 1.873700, -2.982000], [3.159900, 1.503900, -0.907900], [1.030400, -1.533000, -2.601700], [2.210200, -1.286200, -4.790000]], "forces_ev_per_angstrom": [[3.336, 0.522, 0.617], [-0.242, -0.116, -0.104], [-0.097, 0.202, 0.066], [-0.010, 0.012, -0.181], [-0.101, -0.064, 0.095], [0.410, 0.473, 0.399], [0.117, 0.027, -0.107], [-0.045, -0.012, 0.061], [-0.532, 0.337, -0.219], [-0.196, -0.430, 0.111], [-0.043, -0.413, -0.018], [-2.294, 0.850, -0.948], [-0.687, -1.303, 1.588], [-0.179, 0.204, -0.112], [0.164, -0.084, 0.154], [0.082, 0.097, -0.111], [0.003, -0.363, 0.438], [-0.240, -0.146, -0.005], [0.113, 0.061, -0.129], [0.022, -0.081, 0.176], [-0.104, -0.056, 0.086], [-0.093, -0.076, 0.114], [0.027, 0.027, -0.089], [-0.024, 0.004, -0.080], [0.033, -0.110, 0.095], [0.066, -0.017, 0.009], [0.026, -0.005, -0.006], [-0.260, -0.367, 0.022], [-0.111, -0.154, 0.030], [0.257, 0.249, 0.006], [-0.229, 0.157, 0.096], [-0.624, 0.076, 0.182], [-0.107, 0.268, -0.037], [0.912, 0.841, 0.019], [-0.621, -0.361, 0.100], [0.010, -0.554, -0.124], [0.276, 0.035, -0.163], [0.377, 0.190, -0.060], [0.060, -0.252, -0.109], [-0.256, -0.078, -0.106], [1.043, -0.833, -0.259], [-0.845, 0.567, 0.192], [0.930, -0.808, -0.181], [-0.248, 0.073, -0.218], [-0.602, 0.502, 0.184], [0.689, 0.056, 0.969], [-0.293, 0.145, -0.108], [-0.457, -0.049, -0.737], [0.790, 0.146, 1.200], [-0.608, -0.014, -0.802], [-0.184, 0.223, -0.011], [-0.028, -0.010, -0.091], [-0.052, -0.004, -0.043], [-0.082, 0.026, -0.067], [0.212, 0.100, 0.146], [0.113, -0.196, -0.077], [-0.043, -0.007, 0.031], [-0.015, 0.067, 0.054], [-0.074, 0.059, -0.018], [-0.014, -0.202, 0.063], [-0.329, 0.953, -1.445], [0.018, 0.056, 0.066], [0.492, 0.439, -0.016], [0.094, -0.064, 0.082], [-0.099, 0.132, -0.369], [0.003, 0.052, 0.064], [0.075, -0.118, 0.041], [0.088, -0.145, -0.150], [0.565, 0.068, -0.554], [-0.212, 0.003, 1.430], [-0.173, -0.557, -0.689], [-0.098, -0.266, -0.408], [0.205, 0.073, -0.293], [0.323, 0.107, -0.478], [-0.678, -0.175, 0.982], [-0.041, -0.159, -0.158], [0.402, 0.258, -0.075], [-0.318, 0.053, 0.271], [0.099, -0.379, -0.374], [0.232, 0.239, 0.064], [-0.018, 0.017, 0.036], [-0.001, 0.112, 0.060], [-0.031, -0.067, -0.099], [-0.030, -0.062, 0.027]], "lumo_ev": 1.69, "gap_ev": 6.5, "total_charge": -1, "homo_ev": -4.8, "mol_weight_g_mol": 915.0}

---

[6]
{"formula": "C4H14N2OS", "method": "the ωB97M-V functional and the def2-TZVPD basis", "species": ["C", "N", "C", "C", "S", "C", "N", "H", "H", "H", "H", "H", "H", "H", "H", "H", "H", "H", "H", "H", "H", "O"], "coordinates": [[-1.315463, 0.500494, -1.207665], [-0.211418, 0.799669, -0.286952], [1.103458, 0.919882, -0.950349], [2.190739, 0.967093, 0.120408], [2.845455, -0.702084, 0.461337], [-1.707330, -0.957759, -1.050164], [-2.160791, -1.213085, 0.298999], [-1.039199, 0.680310, -2.254511], [-2.162211, 1.138772, -0.969147], [-0.391192, 1.677605, 0.182118], [1.223116, 0.039825, -1.569463], [1.135313, 1.774218, -1.647744], [1.844068, 1.417100, 1.043489], [3.038515, 1.555987, -0.225918], [1.646075, -1.161237, 0.846202], [-0.831329, -1.526605, -1.367608], [-2.528069, -1.190080, -1.727139], [-2.673984, -2.085269, 0.330567], [-1.383741, -1.270230, 0.942605], [1.147653, -0.851139, 2.959985], [-0.069463, 0.074065, 2.736873], [0.299796, -0.587532, 3.334075]], "forces_ev_per_angstrom": [[0.036, -0.135, 0.091], [0.457, 0.323, -0.279], [-0.806, 0.108, 0.358], [0.412, -0.179, -0.700], [-0.172, 0.230, 0.281], [-0.022, 0.467, -0.269], [-0.206, -0.242, 0.127], [0.055, 0.134, 0.047], [-0.135, 0.030, 0.049], [-0.079, -0.008, 0.041], [0.198, -0.236, -0.098], [0.098, 0.084, 0.299], [-0.163, 0.084, 0.091], [0.103, -0.051, 0.017], [0.004, -0.204, -0.078], [0.085, -0.437, 0.028], [0.003, -0.016, -0.161], [0.114, 0.029, 0.174], [0.009, -0.005, 0.063], [-0.021, 0.166, -0.033], [0.150, -0.105, -0.062], [-0.120, -0.036, 0.015]], "lumo_ev": 0.81, "gap_ev": 9.9, "homo_ev": -9.1, "mol_weight_g_mol": 138.2}